The following is a quantum chemistry calculation of a single C4H6O2 molecule at a distorted geometry, from the OMol25 dataset.

ORCA input file:
```
! wB97M-V def2-TZVPD RIJCOSX def2/J DEFGRID3
* xyz 0 1
O 2.134 1.330 -0.413
C 1.155 0.723 -0.096
C 0.744 -0.719 -0.456
C -0.584 -0.780 0.299
C -1.033 0.719 0.198
O 0.183 1.302 0.681
H 0.598 -0.862 -1.533
H 1.546 -1.415 -0.162
H -1.314 -1.535 0.012
H -0.313 -0.965 1.356
H -1.908 0.985 0.797
H -1.197 1.274 -0.757
*
```

* lowest unoccupied orbital energy: 0.0334 Eh
* energy above the lowest of the compared OMol25 structures with the same formula, charge and spin: 62.8 kJ/mol
* SMILES: O=C1CCCO1
* gap between HOMO and LUMO: 11.2 eV


The following is a quantum chemistry calculation of a molecular structure, C20H30FN8NdSSi at a distorted geometry, from the OMol25 dataset.

ORCA input file:
```
! wB97M-V def2-TZVPD RIJCOSX def2/J DEFGRID3
* xyz 2 4
Nd 0.277 0.595 -0.999
C -1.199 2.720 0.797
Si -2.729 1.801 0.279
C -3.883 2.905 -0.664
C -3.484 1.099 1.827
N -2.116 0.485 -0.658
C -2.862 -0.421 -1.296
C -4.051 -1.036 -0.817
C -4.735 -1.935 -1.563
C -4.267 -2.289 -2.820
C -3.056 -1.809 -3.341
C -2.405 -0.851 -2.622
F -1.073 -0.524 -2.984
H -1.404 3.821 0.631
H -0.207 2.623 0.327
H -1.024 2.543 1.894
H -4.807 2.932 -0.109
H -4.087 2.622 -1.715
H -3.477 3.938 -0.695
H -3.049 1.459 2.767
H -3.240 0.037 1.804
H -4.560 1.188 1.879
H -4.322 -0.771 0.213
H -5.645 -2.385 -1.224
H -4.838 -3.025 -3.401
H -2.664 -2.214 -4.262
N 3.047 -0.217 -4.544
C 1.914 -0.661 -3.991
N 1.596 0.143 -2.932
C 2.662 1.053 -2.938
N 3.605 0.830 -3.845
C 2.880 2.120 -1.988
C 4.126 2.829 -2.097
N 4.448 3.847 -1.365
C 3.509 4.275 -0.513
C 2.266 3.665 -0.378
N 1.951 2.510 -1.082
H 3.445 -0.509 -5.433
H 1.300 -1.489 -4.364
H 4.907 2.469 -2.757
H 3.741 5.151 0.079
H 1.576 4.026 0.370
C 3.360 -2.595 3.455
N 2.615 -1.615 2.609
C 3.466 -0.565 2.020
C 1.453 -1.922 2.028
S 1.300 -1.617 0.218
N 0.441 -2.557 2.669
C 0.137 -2.355 4.093
C -0.548 -3.380 1.957
H 3.937 -3.273 2.803
H 2.752 -3.195 4.116
H 4.095 -2.018 4.108
H 4.203 -0.296 2.810
H 2.910 0.321 1.766
H 4.056 -0.889 1.171
H 0.885 -1.739 4.599
H 0.086 -3.274 4.636
H -0.845 -1.888 4.170
H -0.134 -3.608 0.948
H -1.461 -2.799 1.809
H -0.775 -4.284 2.541
*
```

* <S²>: 3.76
* lowest unoccupied orbital energy (alpha / beta): -0.2487 / -0.2477 Eh
* gap between HOMO and LUMO (alpha / beta): 5.5 / 5.6 eV


The following is a quantum chemistry calculation of a molecular structure, C58H52OP3SSiW at a distorted geometry, from the OMol25 dataset.

ORCA input file:
```
! wB97M-V def2-TZVPD RIJCOSX def2/J DEFGRID3
* xyz 3 1
W -0.264 -0.144 0.514
C 4.602 -3.836 -0.959
C 3.419 -4.007 -1.667
C 2.493 -2.980 -1.722
C 2.742 -1.770 -1.067
C 3.944 -1.597 -0.378
C 4.864 -2.633 -0.323
P 1.526 -0.453 -1.264
C 2.397 1.107 -1.022
C 2.729 1.952 -2.080
C 3.505 3.075 -1.851
C 3.955 3.368 -0.571
C 3.625 2.537 0.491
C 2.846 1.412 0.265
C 0.873 -0.596 -2.919
C 1.756 -0.633 -4.002
C 1.243 -0.675 -5.286
C -0.136 -0.683 -5.481
C -1.000 -0.671 -4.398
C -0.508 -0.646 -3.089
Si -1.670 -0.769 -1.628
C -2.452 -2.452 -1.495
C -2.880 -3.287 -2.525
C -3.546 -4.470 -2.230
C -3.794 -4.847 -0.914
C -3.353 -4.050 0.132
C -2.680 -2.875 -0.188
P -1.880 -1.866 1.028
C -1.728 -2.638 2.664
C -0.023 -3.361 3.784
C -0.512 -3.600 5.180
C -1.769 -3.455 5.607
C -2.937 -3.063 4.805
C -2.955 -2.684 3.524
C 0.002 -2.174 0.830
C 0.364 -1.522 2.081
C -0.478 -1.961 3.266
C -0.914 -4.014 2.675
C -0.144 -4.425 1.453
C 0.325 -3.570 0.531
C -3.006 0.482 -1.891
C -4.135 0.206 -2.673
C -4.974 1.228 -3.079
C -4.689 2.546 -2.725
C -3.588 2.831 -1.940
C -2.761 1.791 -1.512
P -1.376 2.138 -0.403
C -0.349 3.254 -1.414
C 0.368 4.359 -0.965
C 1.004 5.192 -1.876
C 0.942 4.927 -3.234
C 0.263 3.804 -3.687
C -0.374 2.971 -2.784
C -2.208 3.004 0.966
C -3.569 2.770 1.165
C -4.272 3.481 2.128
C -3.632 4.447 2.889
C -2.273 4.673 2.710
C -1.563 3.942 1.772
H 5.328 -4.634 -0.923
H 3.227 -4.935 -2.186
H 1.594 -3.109 -2.314
H 4.187 -0.659 0.099
H 5.797 -2.491 0.204
H 2.391 1.734 -3.083
H 3.772 3.718 -2.676
H 4.577 4.236 -0.406
H 4.011 2.751 1.477
H 2.655 0.736 1.100
H 2.828 -0.630 -3.848
H 1.910 -0.701 -6.135
H -0.533 -0.706 -6.486
H -2.067 -0.676 -4.584
H -2.707 -3.026 -3.561
H -3.884 -5.106 -3.037
H -4.320 -5.768 -0.707
H -3.517 -4.350 1.158
H 1.039 -3.579 3.694
H 0.240 -3.890 5.903
H -1.969 -3.652 6.651
H -3.888 -3.092 5.322
H -3.911 -2.452 3.068
H 1.442 -1.456 2.287
H -0.658 -1.218 4.040
H -1.529 -4.838 3.031
H -0.002 -5.489 1.312
H 0.761 -3.912 -0.394
H -4.362 -0.811 -2.964
H -5.845 1.009 -3.678
H -5.336 3.347 -3.055
H -3.384 3.855 -1.651
H 0.437 4.609 0.077
H 1.535 6.062 -1.519
H 1.416 5.595 -3.939
H 0.211 3.587 -4.745
H -0.921 2.115 -3.162
H -4.102 2.054 0.552
H -5.329 3.298 2.258
H -4.190 5.028 3.609
H -1.770 5.428 3.299
H -0.504 4.113 1.678
C -2.232 0.911 4.216
C -0.975 1.744 4.389
S 0.460 1.183 3.468
O 0.051 1.269 1.947
C 1.511 2.623 3.639
C 2.274 2.609 4.956
H -3.085 1.543 4.450
H -2.255 0.048 4.877
H -2.366 0.576 3.181
H -0.601 1.721 5.416
H -1.140 2.778 4.096
H 0.880 3.505 3.532
H 2.177 2.560 2.778
H 1.611 2.701 5.814
H 2.942 3.467 4.968
H 2.873 1.708 5.070
*
```

* lowest unoccupied orbital energy (alpha / beta): -0.3656 / -0.3656 Eh
* gap between HOMO and LUMO (alpha / beta): 5.3 / 5.3 eV


The following is a quantum chemistry calculation of 9 unconnected molecules or ions with the total composition C13H44N6O9 at a distorted geometry, from the OMol25 dataset.

ORCA input file:
```
! wB97M-V def2-TZVPD RIJCOSX def2/J DEFGRID3
* xyz 0 1
N -2.383 1.595 -0.928
C -2.524 0.348 -0.571
N -1.823 0.031 0.441
O -3.505 -0.541 -1.088
H -3.257 1.742 -1.530
H -1.482 1.983 -1.206
H -1.898 -0.848 0.872
H -1.400 0.786 1.027
N -3.978 -2.501 1.222
C -2.854 -3.080 1.665
N -1.771 -2.809 0.905
O -2.703 -3.989 2.689
H -4.884 -2.807 1.662
H -3.983 -1.921 0.412
H -0.949 -3.282 1.351
H -1.759 -2.521 -0.058
N -2.626 2.875 1.648
C -1.509 2.659 2.347
N -0.549 2.089 1.693
O -1.388 3.135 3.673
H -3.462 3.253 2.124
H -2.740 2.367 0.688
H 0.352 2.001 2.228
H -0.430 2.045 0.684
C 2.997 0.607 3.570
C 2.447 1.610 2.683
C 1.959 0.994 1.298
O 1.637 2.428 3.086
H 3.600 1.006 4.332
H 3.509 -0.215 3.058
H 2.140 0.090 3.981
H 3.334 2.235 2.508
H 1.146 0.284 1.478
H 2.721 0.312 0.884
H 1.682 1.614 0.427
H 1.913 3.308 2.755
C 1.270 -2.697 0.265
C 1.468 -3.433 1.615
C 1.883 -2.436 2.741
O 0.456 -4.000 2.037
H 0.614 -3.260 -0.445
H 2.125 -2.594 -0.305
H 0.715 -1.801 0.356
H 2.333 -4.127 1.444
H 1.267 -1.535 2.719
H 2.950 -2.247 2.604
H 1.814 -2.877 3.717
H 0.817 -4.521 2.742
C 3.319 -0.499 -2.454
O 2.553 0.346 -3.262
H 4.376 -0.435 -2.708
H 3.020 -1.555 -2.643
H 3.086 -0.399 -1.387
H 1.710 0.425 -2.850
C -1.687 0.903 -5.226
O -2.576 1.878 -4.643
H -0.761 0.931 -4.725
H -1.507 1.368 -6.183
H -2.188 -0.093 -5.185
H -2.094 2.687 -4.512
C 0.130 2.857 -2.424
O 0.141 2.917 -0.962
H 0.747 2.019 -2.615
H 0.525 3.695 -2.849
H -0.852 2.707 -2.847
H 0.681 3.612 -0.783
C -0.373 -0.990 -2.518
O 0.276 -0.163 -1.588
H 0.379 -1.269 -3.185
H -1.097 -0.521 -3.091
H -0.818 -1.804 -1.999
H -0.278 0.029 -0.859
*
```

* lowest unoccupied orbital energy: -0.0058 Eh
* energy above the lowest of the compared OMol25 structures with the same formula, charge and spin: 942.6 kJ/mol
* SMILES: NC(N)=O.NC(N)=O.NC(N)=O.CC(C)O.CC(C)O.CO.CO.CO.CO
* gap between HOMO and LUMO: 8.7 eV


The following is a quantum chemistry calculation of a gas-phase ion, CH9N3PS (charge +1) at a distorted geometry, from the OMol25 dataset.

ORCA input file:
```
! wB97M-V def2-TZVPD RIJCOSX def2/J DEFGRID3
* xyz 1 1
N -2.166 -0.818 1.288
P -0.600 -0.833 0.783
N 0.121 -0.887 2.278
S -0.276 1.428 0.311
C 1.172 1.290 -0.745
N 0.559 0.627 -1.938
H -2.379 -0.577 2.238
H -2.862 -0.304 0.657
H 1.070 -1.200 2.418
H -0.590 -0.858 3.146
H 1.525 2.369 -0.984
H 1.844 0.555 -0.228
H -0.324 1.028 -2.006
H 1.147 0.780 -2.848
H 0.284 -0.343 -1.589
*
```

* lowest unoccupied orbital energy: -0.1213 Eh
* energy above the lowest of the compared OMol25 structures with the same formula, charge and spin: 265.0 kJ/mol
* SMILES: NP(N)SC[NH3+]
* gap between HOMO and LUMO: 9.2 eV


The following is a quantum chemistry calculation of a molecular structure, C21H25CdIN8O7S at a distorted geometry, from the OMol25 dataset.

ORCA input file:
```
! wB97M-V def2-TZVPD RIJCOSX def2/J DEFGRID3
* xyz -2 1
Cd -0.175 -0.543 3.996
N -2.894 -2.584 1.618
C -2.293 -1.554 2.312
S -2.353 -1.667 4.124
N -1.837 -0.595 1.588
N -1.206 0.418 2.291
C -1.325 1.566 1.680
C -0.830 2.849 2.225
C -0.701 3.942 1.338
C -0.085 5.143 1.739
C 0.318 5.241 3.115
C 0.172 4.213 3.979
C -0.227 2.906 3.512
O -0.075 1.905 4.297
H -3.518 -3.191 2.068
H -2.854 -2.702 0.585
H -1.799 1.591 0.680
H -1.072 3.822 0.268
H -0.047 5.949 1.013
H 0.717 6.124 3.585
H 0.531 4.235 5.010
N 0.966 -1.920 2.356
C 2.279 -1.280 2.426
C 2.244 0.069 1.752
C 1.790 0.000 0.288
C 2.681 -0.846 -0.738
N 1.981 -1.385 -1.910
C 1.693 -0.767 -3.075
N 2.320 0.496 -3.273
N 0.917 -1.270 -4.007
C 2.760 -1.293 3.858
O 3.963 -1.474 4.025
O 1.856 -1.152 4.756
H 0.979 -2.956 2.437
H 0.439 -1.703 1.514
H 2.986 -1.972 1.877
H 3.224 0.512 1.762
H 1.516 0.745 2.268
H 1.744 1.022 -0.086
H 0.764 -0.448 0.168
H 3.222 -1.594 -0.213
H 3.375 -0.175 -1.174
H 1.499 -2.313 -1.782
H 2.411 1.110 -2.448
H 1.834 0.953 -4.019
H -0.020 -2.807 -3.687
H 0.864 -0.631 -4.809
O -2.757 -3.521 -1.305
C -2.497 -4.338 -2.182
O -2.899 -5.503 -2.367
C -1.667 -3.692 -3.337
O -2.185 -3.329 -4.345
O -0.348 -3.477 -3.049
I 0.376 3.684 -3.621
C -0.806 1.857 -3.076
C -1.419 1.182 -4.121
C -2.126 0.010 -3.800
C -2.187 -0.314 -2.457
C -1.445 0.405 -1.510
N -0.764 1.504 -1.829
H -1.360 1.463 -5.168
H -2.614 -0.671 -4.500
H -2.615 -1.294 -2.130
H -1.422 0.042 -0.492
*
```

* lowest unoccupied orbital energy: 0.1212 Eh
* energy above the lowest of the compared OMol25 structures with the same formula, charge and spin: 0.0 kJ/mol
* gap between HOMO and LUMO: 5.9 eV


Copy entry 5 word for word.
The following is a quantum chemistry calculation of a gas-phase ion, CH9N3PS (charge +1) at a distorted geometry, from the OMol25 dataset.

ORCA input file:
```
! wB97M-V def2-TZVPD RIJCOSX def2/J DEFGRID3
* xyz 1 1
N -2.166 -0.818 1.288
P -0.600 -0.833 0.783
N 0.121 -0.887 2.278
S -0.276 1.428 0.311
C 1.172 1.290 -0.745
N 0.559 0.627 -1.938
H -2.379 -0.577 2.238
H -2.862 -0.304 0.657
H 1.070 -1.200 2.418
H -0.590 -0.858 3.146
H 1.525 2.369 -0.984
H 1.844 0.555 -0.228
H -0.324 1.028 -2.006
H 1.147 0.780 -2.848
H 0.284 -0.343 -1.589
*
```

* lowest unoccupied orbital energy: -0.1213 Eh
* energy above the lowest of the compared OMol25 structures with the same formula, charge and spin: 265.0 kJ/mol
* SMILES: NP(N)SC[NH3+]
* gap between HOMO and LUMO: 9.2 eV